i:
Molecular formula: C36H90O18
Method: DFT, wB97M-V/def2-TZVPD

Geometry as XYZ:
```
144
Properties=species:S:1:pos:R:3:mulliken_charge:R:1
C -6.8484 -4.0375 -4.7041 -0.773
O -6.5273 -3.7872 -3.3574 -0.303
C -5.1539 -3.9242 -3.0748 -0.514
C -5.0245 -3.8808 -1.5598 -0.164
O -3.6607 -4.0512 -1.2015 -0.349
C -3.4953 -3.9660 0.1929 -0.708
H -7.9284 -3.9282 -4.7976 0.268
H -6.5291 -5.0309 -5.0265 0.323
H -6.4360 -3.2614 -5.3606 0.288
H -4.6123 -3.1087 -3.5689 0.242
H -4.7507 -4.8656 -3.4672 0.387
H -5.7020 -4.5961 -1.0839 0.370
H -5.3778 -2.9077 -1.1971 0.029
H -2.4335 -3.9736 0.4291 0.293
H -4.0504 -4.6626 0.8296 0.412
H -3.8526 -3.0028 0.5891 0.203
C 2.6787 -3.2119 -3.6048 -0.858
O 3.3270 -2.2965 -2.7083 -0.293
C 3.4711 -0.9710 -3.1505 0.427
C 4.1652 -0.7755 -4.5093 -0.642
O 5.5750 -0.8547 -4.4071 -0.295
C 6.1385 -2.1281 -4.4210 -0.682
H 1.9716 -2.5614 -4.1317 0.383
H 2.1790 -4.0614 -3.1513 0.226
H 3.4474 -3.5677 -4.2960 0.273
H 4.1516 -0.5503 -2.4077 0.051
H 2.5322 -0.4040 -3.1364 -0.247
H 3.9223 0.1773 -4.9776 0.428
H 3.8308 -1.5684 -5.1896 0.495
H 5.5951 -2.9011 -3.8557 0.172
H 7.1032 -2.0885 -3.9181 0.320
H 6.1454 -2.5925 -5.4173 0.276
C 8.6969 -3.0004 0.1849 -0.798
O 7.4631 -2.5567 -0.3124 -0.232
C 6.7961 -1.7075 0.5916 -0.575
C 5.3350 -1.5528 0.2513 0.397
O 4.8147 -0.5594 1.0915 -0.498
C 3.4139 -0.3248 0.9576 0.730
H 8.7080 -3.2744 1.2452 0.328
H 9.4361 -2.1863 0.1298 0.320
H 9.0404 -3.8179 -0.4442 0.222
H 7.3645 -0.7685 0.6339 0.312
H 6.8249 -2.1186 1.6112 0.315
H 4.7468 -2.4736 0.3783 0.237
H 5.1540 -1.3282 -0.8114 -0.482
H 2.8975 -1.2857 0.9496 0.308
H 3.2992 0.2253 0.0239 0.150
H 3.0707 0.3022 1.7757 -0.819
C -2.4268 -4.3081 4.3044 -0.291
O -2.7783 -3.2898 5.2289 -0.514
C -2.3652 -2.0010 4.8244 -0.607
C -0.8741 -1.8477 4.5915 0.312
O -0.4050 -2.2558 3.3473 -0.238
C 0.9885 -2.1479 3.1642 -0.166
H -2.6206 -3.8915 3.3091 -0.017
H -3.0491 -5.1852 4.4635 0.323
H -1.3811 -4.6227 4.3179 0.172
H -2.7522 -1.3276 5.5866 0.339
H -2.8840 -1.7477 3.8849 0.171
H -0.3937 -2.3350 5.4537 0.425
H -0.6746 -0.7693 4.7175 -0.265
H 1.2543 -1.1565 2.7846 -0.472
H 1.2219 -2.9596 2.4777 0.218
H 1.5845 -2.2533 4.0779 0.386
C 2.7871 5.0104 -1.6693 -0.493
O 3.3046 4.0780 -2.5792 -0.223
C 4.5849 4.4132 -3.0371 -0.589
C 5.1128 3.2905 -3.9042 0.225
O 6.5027 3.4283 -4.0787 -0.385
C 7.0848 2.3276 -4.7267 -0.528
H 1.8899 4.6097 -1.1945 -0.028
H 2.2762 5.8686 -2.1358 0.283
H 3.5355 5.3548 -0.9580 0.326
H 5.2555 4.6333 -2.1962 0.356
H 4.5653 5.3352 -3.6366 0.276
H 4.6144 3.3281 -4.8827 0.246
H 4.8727 2.3084 -3.4782 -0.170
H 6.7438 1.3586 -4.3551 0.163
H 8.1577 2.4476 -4.5656 0.288
H 6.9443 2.3550 -5.8157 0.265
C -10.0311 1.6615 -0.0722 -0.789
O -8.7031 1.1839 -0.1049 -0.266
C -8.2547 0.9751 -1.4164 -0.694
C -6.7272 0.7235 -1.3551 -0.232
O -6.2594 -0.0179 -2.4571 -0.128
C -6.2908 0.6689 -3.7165 -0.880
H -10.1130 2.6311 -0.5660 0.328
H -10.3300 1.7078 0.9751 0.252
H -10.7930 0.9939 -0.4920 0.304
H -8.3262 1.8649 -2.0567 0.316
H -8.7721 0.1859 -1.9696 0.348
H -6.5044 0.2187 -0.4151 0.268
H -6.2378 1.7022 -1.3014 0.302
H -7.2893 1.0750 -3.8883 0.372
H -6.1325 -0.1564 -4.4058 0.179
H -5.5407 1.4597 -3.7479 0.324
C 0.6235 1.1589 -1.4574 -0.370
O 0.7577 0.2800 -0.3518 0.210
C -0.3256 0.3095 0.5797 -0.227
C -1.6072 -0.3935 0.1752 0.532
O -2.2490 0.3696 -0.8272 -0.449
C -3.3972 -0.2398 -1.3882 -0.159
H -0.2877 0.8532 -1.9756 0.278
H 1.3982 1.0422 -2.2141 -0.059
H 0.5666 2.2025 -1.1415 0.164
H -0.4361 1.3482 0.8972 0.470
H 0.0219 -0.3843 1.3506 -0.535
H -2.2105 -0.4539 1.0894 -0.413
H -1.3295 -1.3796 -0.2127 0.280
H -3.9398 0.4632 -2.0100 0.105
H -4.0617 -0.4902 -0.5512 -0.079
H -3.1898 -1.1643 -1.9345 0.327
C -0.3106 3.8334 5.6781 -0.396
O -1.6028 3.4036 5.3504 -0.471
C -1.5491 2.3730 4.3799 0.635
C -2.9231 1.7764 4.1331 -0.867
O -2.7742 0.9320 3.0001 -0.019
C -4.0519 0.4910 2.4970 -0.607
H -0.3499 4.7550 6.2611 0.373
H 0.2951 4.0732 4.7994 0.044
H 0.2500 3.1056 6.2748 0.220
H -0.7963 1.5969 4.5640 -0.253
H -1.1845 2.8126 3.4435 -0.116
H -3.5688 2.6262 3.8833 0.435
H -3.3746 1.2756 4.9932 0.325
H -3.8203 0.3541 1.4380 0.002
H -4.7884 1.2951 2.4996 0.556
H -4.3302 -0.4324 2.9984 0.245
C 1.4250 3.5052 1.3363 -0.071
O 2.4609 4.4536 1.5472 -0.481
C 3.0983 4.3913 2.8280 -0.668
C 3.2953 3.0306 3.4563 -0.404
O 2.1309 2.5551 4.1075 -0.056
C 2.2509 1.2470 4.5759 -0.435
H 0.7635 3.9384 0.5869 0.515
H 0.8525 3.3189 2.2469 -0.151
H 1.8557 2.5755 0.9529 0.063
H 2.4697 5.0390 3.4489 0.278
H 4.0676 4.8707 2.6987 0.404
H 4.1043 3.1320 4.1877 0.491
H 3.6071 2.3023 2.6998 0.160
H 2.3613 0.5247 3.7563 -0.138
H 1.3805 0.9922 5.1806 0.175
H 3.1384 1.1720 5.2227 0.392
```

As for the HOMO energy: -9.203 eV. As for the orbital gap: 9.87 eV. As for the spin multiplicity: 1. Its structure (SMILES) is COCCOC.COCCOC.COCCOC.COCCOC.COCCOC.COCCOC.COCCOC.COCCOC.COCCOC. As for the net charge: 0.


ii:
Molecular formula: C36H90O18
Method: DFT, wB97M-V/def2-TZVPD

Geometry as XYZ:
```
144
Properties=species:S:1:pos:R:3:mulliken_charge:R:1
C 36.2852 -8.0162 -16.3398 -0.584
O 36.3926 -8.9118 -15.2697 -0.390
C 35.2129 -9.5470 -14.8716 -0.719
C 34.8959 -10.8104 -15.6333 -0.085
O 34.3681 -10.4766 -16.9127 -0.370
C 34.5693 -11.4635 -17.9051 0.114
H 35.3222 -7.4932 -16.3618 0.385
H 36.3139 -8.5657 -17.2964 0.106
H 37.1015 -7.2979 -16.3975 0.292
H 34.3495 -8.8667 -14.9007 0.343
H 35.3508 -9.7947 -13.8150 0.400
H 34.1523 -11.4484 -15.1383 0.389
H 35.8265 -11.3866 -15.7568 0.027
H 34.0710 -11.0620 -18.7823 -0.475
H 34.0334 -12.3831 -17.6208 0.464
H 35.6267 -11.7068 -18.0386 0.088
C 40.3047 -6.8323 -19.8375 -0.889
O 39.0719 -7.3910 -20.2000 -0.141
C 37.9842 -6.5638 -19.8851 -0.375
C 36.6771 -7.1812 -20.3251 0.162
O 36.4740 -7.3243 -21.7131 0.008
C 36.1587 -6.1321 -22.3840 -0.705
H 40.5830 -6.0072 -20.5004 0.282
H 41.0291 -7.6432 -19.8588 0.242
H 40.2907 -6.4417 -18.8090 0.361
H 38.0367 -5.5518 -20.3197 0.333
H 37.9484 -6.4648 -18.7879 0.230
H 35.8050 -6.6524 -19.9161 0.486
H 36.6309 -8.1980 -19.9333 -0.643
H 35.5931 -6.4610 -23.2599 0.080
H 37.0386 -5.5321 -22.5983 0.258
H 35.3784 -5.5827 -21.8339 0.354
C 31.4295 -8.9434 -21.6096 -0.724
O 32.7765 -8.8360 -22.0127 -0.413
C 33.5532 -9.9718 -21.7906 1.111
C 33.2149 -11.2125 -22.6111 0.399
O 32.0140 -11.8509 -22.1993 -0.517
C 32.0613 -12.5431 -20.9709 -0.316
H 30.9592 -7.9885 -21.8230 0.277
H 31.3800 -9.1390 -20.5270 0.255
H 30.9109 -9.7602 -22.1088 0.278
H 33.5079 -10.2533 -20.7260 -0.481
H 34.6138 -9.7644 -21.9636 -0.179
H 34.0453 -11.9296 -22.5614 -0.299
H 33.0753 -11.0220 -23.6763 0.196
H 31.1662 -13.1490 -20.8682 0.326
H 32.1109 -11.8089 -20.1550 0.209
H 32.9486 -13.1875 -20.8849 -0.002
C 38.0448 -6.4729 -26.7834 -0.567
O 37.9568 -7.7851 -27.2464 -0.346
C 36.6496 -8.1666 -27.5994 -0.540
C 35.8586 -8.6868 -26.4277 -0.027
O 36.5280 -9.7749 -25.8587 -0.251
C 35.6882 -10.5102 -24.9933 -0.662
H 39.0972 -6.2245 -26.6715 0.280
H 37.6235 -6.3546 -25.7664 0.121
H 37.4795 -5.7647 -27.4012 0.323
H 36.7350 -8.9683 -28.3372 -0.084
H 36.1409 -7.3200 -28.0777 0.483
H 34.8616 -8.9752 -26.8010 0.389
H 35.6589 -7.8628 -25.7227 0.082
H 35.2017 -9.8560 -24.2586 0.452
H 36.3300 -11.1906 -24.4260 0.031
H 34.9356 -11.1534 -25.4643 0.197
C 39.2856 -11.6400 -15.9957 -0.578
O 38.6985 -12.9137 -16.0793 -0.216
C 39.5854 -13.9752 -15.7539 -0.637
C 40.7028 -14.2606 -16.7545 -0.429
O 40.3000 -14.8838 -17.9647 -0.443
C 39.1433 -14.3688 -18.5851 -0.420
H 38.5623 -10.8313 -16.1022 -0.006
H 39.9964 -11.4793 -16.8181 0.267
H 39.7810 -11.5208 -15.0234 0.369
H 38.9620 -14.8716 -15.7758 0.347
H 40.0392 -13.7895 -14.7722 0.410
H 41.3612 -14.9758 -16.2633 0.357
H 41.2141 -13.3350 -17.0447 0.278
H 39.2354 -13.3103 -18.8362 0.187
H 38.2491 -14.5641 -17.9946 0.224
H 39.0700 -14.8934 -19.5406 0.273
C 37.9509 -10.5659 -19.6054 0.244
O 38.2141 -11.7617 -20.3193 -0.154
C 38.1476 -11.5840 -21.7280 -0.654
C 37.6305 -12.8819 -22.2805 -0.546
O 36.2349 -12.9668 -22.0881 0.349
C 35.8045 -14.3167 -22.1697 -0.691
H 38.7816 -9.8855 -19.8109 0.681
H 37.7697 -10.7264 -18.5458 -0.280
H 37.0278 -10.1352 -20.0114 -0.495
H 39.1986 -11.4480 -22.0070 0.385
H 37.5215 -10.7360 -22.0096 0.291
H 38.1787 -13.6974 -21.7954 0.265
H 37.8786 -13.0117 -23.3514 0.100
H 36.4271 -14.9996 -21.5923 0.363
H 35.7486 -14.6042 -23.2314 0.086
H 34.7679 -14.3670 -21.8311 0.044
C 38.7482 -12.8955 -27.0663 -0.654
O 38.1341 -14.1715 -27.0830 0.066
C 38.7201 -15.0894 -27.9849 -0.547
C 37.8990 -16.3596 -27.8828 -0.521
O 38.2667 -17.0869 -26.7308 -0.400
C 37.5912 -16.7705 -25.5551 -0.483
H 38.1055 -12.1978 -26.5325 0.036
H 38.8642 -12.5671 -28.1050 0.291
H 39.7090 -12.9348 -26.5411 0.267
H 39.7737 -15.2668 -27.7494 0.325
H 38.5767 -14.6953 -29.0081 0.341
H 38.1041 -17.0161 -28.7283 0.394
H 36.8432 -16.0683 -27.8634 0.246
H 38.0130 -17.3380 -24.7239 0.303
H 36.5324 -17.0652 -25.6007 0.334
H 37.6764 -15.7216 -25.2539 0.047
C 34.6265 -14.1875 -26.4570 -0.594
O 34.5421 -12.9902 -27.1391 -0.245
C 34.9361 -13.1135 -28.4864 0.259
C 34.9324 -11.7302 -29.1110 -0.076
O 35.4306 -11.6893 -30.4119 -0.446
C 36.8405 -11.8107 -30.4672 -0.418
H 33.9717 -14.9558 -26.8945 0.387
H 34.3484 -14.0991 -25.4037 0.138
H 35.6529 -14.5763 -26.4138 0.162
H 34.1756 -13.7315 -28.9873 0.264
H 35.9424 -13.5420 -28.5737 -0.275
H 35.4524 -11.0353 -28.4281 -0.169
H 33.9173 -11.3229 -29.1444 0.352
H 37.1750 -11.4517 -31.4387 0.326
H 37.1720 -12.8435 -30.3221 0.187
H 37.3273 -11.1805 -29.7109 0.111
C 44.6007 -15.2554 -24.1012 -0.635
O 43.5953 -14.2840 -23.9157 -0.423
C 42.3846 -14.8458 -23.4858 -0.516
C 41.7015 -15.7428 -24.5146 0.195
O 41.8782 -17.0891 -24.2016 -0.383
C 41.1397 -17.9656 -25.0215 -0.623
H 45.5455 -14.7471 -24.3017 0.267
H 44.4048 -15.9140 -24.9524 0.230
H 44.7501 -15.8190 -23.1712 0.280
H 41.7358 -14.0221 -23.2187 0.207
H 42.5719 -15.4749 -22.5999 0.375
H 42.1367 -15.5026 -25.5040 0.291
H 40.6461 -15.4502 -24.6511 -0.006
H 40.8487 -17.5336 -25.9880 0.243
H 40.1760 -18.2376 -24.5677 0.172
H 41.6840 -18.8831 -25.2370 0.316
```

As for the HOMO energy: -9.092 eV. As for the orbital gap: 9.76 eV. As for the spin multiplicity: 1. Its structure (SMILES) is COCCOC.COCCOC.COCCOC.COCCOC.COCCOC.COCCOC.COCCOC.COCCOC.COCCOC. As for the net charge: 0.


Q: Which of them is the most stable? A: ii.


i:
Molecular formula: C2H18O9Sn
Method: DFT, wB97M-V/def2-TZVPD

Geometry as XYZ:
```
30
Properties=species:S:1:pos:R:3:mulliken_charge:R:1
Sn -0.6810 -6.0700 -15.2690 1.341
O -0.2240 -6.7670 -17.6590 -0.840
C 0.4520 -5.7690 -18.3370 -0.970
C 0.6760 -4.4790 -17.4560 -0.235
O 1.2790 -4.9340 -16.2970 -0.864
H 0.0620 -5.4990 -19.2280 0.587
H 1.4950 -6.0570 -18.5820 0.343
H -0.2720 -3.9600 -17.2790 0.084
H 1.2920 -3.7650 -18.0210 0.358
O 0.8600 -7.6610 -13.6980 -0.527
H 1.5160 -8.0430 -14.2840 0.318
H 1.2090 -7.2130 -12.9270 0.248
O -2.4090 -5.9620 -13.4120 -0.359
H -2.1990 -5.8160 -12.5010 0.227
H -3.2950 -6.2840 -13.5180 0.235
O -1.7400 -8.4410 -15.1350 -0.493
H -1.0060 -8.9640 -15.3470 0.297
H -2.0650 -8.7990 -14.3450 0.254
O 2.1890 -7.3820 -16.2580 -0.702
H 3.1480 -7.3070 -16.0810 0.253
H 1.8800 -6.5180 -16.5640 0.321
O -2.8930 -5.7720 -16.5600 -0.501
H -2.6570 -5.7340 -17.5170 0.291
H -3.5500 -5.1070 -16.3550 0.262
O 0.5410 -4.6010 -13.4240 -0.554
H 1.4880 -4.7140 -13.5600 0.298
H 0.4160 -3.6950 -13.6270 0.261
O -1.8870 -3.6110 -14.7760 -0.407
H -1.8420 -2.7140 -14.9290 0.229
H -2.6090 -3.7370 -14.1250 0.245
```

As for the HOMO energy: -6.268 eV. As for the orbital gap: 5.89 eV. As for the spin multiplicity: 1. As for the net charge: 0.


ii:
Molecular formula: C2H18O9Sn
Method: DFT, wB97M-V/def2-TZVPD

Geometry as XYZ:
```
30
Properties=species:S:1:pos:R:3:mulliken_charge:R:1
Sn 7.0652 10.9207 -4.9250 1.174
O 4.9084 10.2447 -3.8612 -0.820
C 4.6773 11.1125 -2.7218 -0.540
C 6.0645 11.3266 -2.0247 -0.239
O 6.8749 12.2251 -2.7844 -0.817
H 4.0151 10.6743 -2.0941 0.473
H 4.2199 12.0253 -3.0587 0.189
H 6.6508 10.3707 -1.9688 -0.129
H 5.9969 11.6750 -0.9714 0.338
O 8.7547 9.5368 -6.6449 -0.452
H 8.4523 8.6336 -6.4451 0.283
H 8.4664 9.8017 -7.5016 0.240
O 9.3733 10.7989 -4.0937 -0.494
H 9.6749 11.5632 -3.6965 0.271
H 9.9975 10.6291 -4.7615 0.283
O 7.4978 8.4258 -3.6624 -0.448
H 6.9748 7.6589 -3.5987 0.226
H 7.5500 8.6797 -2.7756 0.230
O 5.8671 13.2339 -5.1985 -0.397
H 6.2349 14.1211 -5.1548 0.211
H 5.0420 13.2631 -5.6687 0.225
O 5.9203 8.9122 -6.0528 -0.447
H 5.0701 8.7494 -5.5890 0.276
H 5.6716 8.9920 -6.9845 0.239
O 5.9868 11.4419 -7.3941 -0.376
H 5.1737 11.1230 -7.7761 0.218
H 6.5182 11.3242 -8.1319 0.233
O 8.6112 12.7034 -6.2420 -0.462
H 9.1225 13.0799 -5.5141 0.276
H 9.1372 12.5826 -7.0072 0.235
```

As for the HOMO energy: -6.059 eV. As for the orbital gap: 5.59 eV. As for the spin multiplicity: 1. As for the net charge: 0.


Q: Which of them is the most stable? A: i.